1.
Density functional theory data (ωB97M-V/def2-TZVPD) for C28H26BF2N5O6RhS as an isolated structure.

Charge: -1
Lowest unoccupied orbital energy (spin up / spin down), eV: 1.583 / 1.628

Structure (XYZ):
```
70
Properties=species:S:1:pos:R:3:forces:R:3
H 4.079 4.486 -0.656 -0.026 0.034 -0.013
C -0.186 2.638 -1.458 0.653 -0.040 0.183
H 2.479 -2.005 1.328 -0.077 -0.109 0.055
C 1.556 1.292 -0.512 0.119 -0.528 0.377
H -1.527 0.766 -5.178 0.044 0.044 -0.033
C 0.607 0.244 -0.409 0.274 0.753 -0.253
H 8.801 4.472 0.714 0.146 -0.060 0.016
C -2.597 0.798 -4.983 -0.012 -0.038 -0.058
O 0.087 -1.943 0.333 0.708 0.427 -0.153
H -3.004 -6.910 4.833 -0.001 -0.073 0.002
N 3.758 2.072 -0.219 2.057 4.156 -0.512
H -6.149 -2.928 2.854 -0.101 -0.009 0.092
H 1.810 3.342 -1.057 -0.010 -0.033 -0.032
C 1.118 2.511 -1.027 -0.597 0.394 -0.390
B -2.363 -0.677 1.432 0.141 -0.473 0.485
H -0.555 3.583 -1.826 -0.083 0.014 -0.070
H 6.696 8.346 -0.022 0.062 -0.076 -0.054
H -5.287 -3.550 -1.040 0.017 0.012 -0.235
N -0.648 0.373 -0.886 -0.627 -0.612 0.504
H -3.022 -1.270 -5.476 -0.089 0.011 0.142
H -2.046 1.586 -1.745 -0.104 -0.038 0.061
C -4.349 -3.140 -1.427 0.739 -1.516 -0.502
C -3.521 -6.015 5.175 0.037 0.059 -0.012
N 5.021 2.101 0.000 -2.185 -4.544 1.184
O -3.856 -0.721 1.431 -0.528 -0.069 0.012
H -4.504 -2.801 -2.453 -0.146 0.043 0.049
F -1.873 -1.353 2.525 0.154 -0.325 0.128
C 2.236 -1.096 0.798 -0.038 -0.264 0.194
C 5.693 3.265 0.035 0.324 2.743 -0.959
H 7.519 2.353 0.722 -0.028 -0.154 0.000
H -2.259 -3.745 1.313 -0.140 -0.158 0.097
C -3.107 -0.599 -4.615 -0.242 0.311 -0.424
C -2.826 -4.851 3.066 -0.122 0.095 -0.012
H 8.389 8.648 -0.480 -0.124 -0.039 -0.041
C 5.859 5.650 -0.421 0.158 0.495 0.048
O -5.960 -1.731 0.761 0.116 -0.294 0.312
C -2.322 -1.147 -3.533 0.327 -0.324 0.250
H -1.887 -5.382 3.111 0.090 -0.055 -0.005
H -3.103 1.162 -5.874 -0.037 0.024 -0.009
C 7.769 4.444 0.402 0.088 0.628 -0.080
C 5.117 4.492 -0.360 0.222 -0.725 0.101
C 7.560 7.943 -0.566 -0.114 0.237 -0.088
C 0.941 -0.990 0.244 -0.202 -0.791 0.169
H 7.296 7.826 -1.625 -0.013 -0.003 0.092
N -3.865 -2.068 -0.614 -0.073 1.139 1.831
C 7.191 5.643 -0.023 0.284 -0.039 0.024
H -4.442 -6.303 5.677 -0.007 -0.055 0.055
C 3.173 -0.104 0.676 -0.083 0.360 -0.789
H -5.765 -4.549 4.709 -0.049 -0.046 0.030
C -3.796 -5.079 4.036 -0.024 0.030 -0.069
C -3.278 -4.339 -1.519 -2.341 1.304 -0.289
O 8.025 6.743 -0.011 -0.123 -0.556 0.123
N -1.646 -1.556 -2.701 -0.048 -0.142 -0.618
C -5.002 -4.389 3.959 0.072 0.065 -0.066
H 4.168 -0.232 1.079 0.032 0.029 0.066
O -3.654 -5.304 -2.166 0.026 -0.781 -0.461
S -4.537 -1.940 0.807 -0.399 0.556 -0.838
C -5.224 -3.477 2.941 -0.214 0.013 -0.021
H 5.383 6.554 -0.776 0.040 0.091 0.038
C 2.897 1.092 -0.029 -0.063 -2.162 0.652
Rh -1.818 -1.763 -0.331 0.826 0.225 -0.394
F -1.986 0.630 1.485 0.071 0.376 -0.416
H -2.772 1.497 -4.169 -0.001 0.050 0.034
C -3.033 -3.932 2.051 0.286 -0.014 -0.132
C -4.236 -3.254 2.001 -0.031 0.347 -0.513
C 7.052 3.274 0.411 -0.760 -0.227 -0.068
C -1.027 1.525 -1.386 -0.283 -0.274 -0.112
O -2.217 -4.131 -0.920 1.955 0.739 1.236
H -2.874 -5.518 5.899 0.013 -0.048 0.110
H -4.157 -0.556 -4.313 0.067 -0.110 -0.034
```
Positions in Å, forces in eV/Å.

Results of the Löwdin charge analysis, in e, for atoms 1 through 4: number 1, H, carries 0.091; number 2, C, carries -0.041; number 3, H, carries 0.112; number 4, C, carries -0.079


2.
Density functional theory data (ωB97M-V/def2-TZVPD) for C7H4CaNO5 as an isolated structure.

Charge: +1
Lowest unoccupied orbital energy (spin up / spin down), eV: -4.768 / -4.762

Structure (XYZ):
```
18
Properties=species:S:1:pos:R:3:forces:R:3
O 1.390 -2.159 -0.346 -2.371 2.749 1.413
O 2.845 -1.422 -3.478 -1.863 1.527 1.826
C -1.520 -1.036 -1.262 -0.370 -0.672 -2.793
H -3.217 -0.085 5.472 -0.086 0.699 -0.462
C 1.259 1.296 0.289 0.555 -2.523 0.977
O 2.436 1.189 0.114 -2.436 1.483 -0.383
C 0.039 2.190 -0.540 2.431 2.302 -1.002
O 0.345 3.287 -0.946 -1.605 -2.049 0.350
O -1.470 -1.447 -2.325 -0.118 0.734 2.329
H -0.902 1.522 -0.841 0.485 1.080 -0.620
C -2.799 0.978 3.708 0.965 -0.449 -1.244
H -3.041 1.681 5.695 -0.019 -0.099 -0.341
C -3.431 0.912 5.016 -0.286 -0.421 0.617
H -4.524 1.023 4.942 0.435 0.020 -0.135
C 0.633 -1.374 0.041 2.506 -3.047 -0.851
C 2.127 -0.847 -2.791 1.881 -1.420 -1.988
N -2.238 0.911 2.691 -1.640 0.481 2.565
Ca -1.100 0.339 0.847 1.535 -0.395 -0.258
```
Positions in Å, forces in eV/Å.

Results of the Löwdin charge analysis, in e, for atoms 1 through 4: number 1, O, carries 0.080; number 2, O, carries 0.056; number 3, C, carries -0.091; number 4, H, carries 0.121


3.
Density functional theory data (ωB97M-V/def2-TZVPD) for a 3-piece molecular cluster, C6H18ClO12P2 overall.

Charge: -1
Lowest unoccupied orbital energy, eV: 2.552

Structure (XYZ):
```
39
Properties=species:S:1:pos:R:3:forces:R:3
C 3.578 1.789 1.730 0.819 0.564 0.692
H -2.172 -3.854 -3.303 -0.069 -0.074 -0.042
H -1.003 -5.208 -3.507 -0.054 0.119 -0.187
C -0.949 -1.047 0.154 -0.544 -0.395 0.897
O -0.111 -4.017 -0.139 0.156 -0.315 0.365
C 2.598 -3.086 -1.259 -0.170 0.068 -0.489
O 0.432 1.903 -0.369 0.011 -0.589 0.181
H -0.696 2.585 2.920 -0.057 -0.212 -0.237
H 3.745 1.033 2.496 0.024 -0.229 -0.258
H 2.423 -4.020 -1.795 0.143 -0.100 0.089
H -1.612 -1.553 0.860 -0.104 0.045 -0.169
C -1.350 -4.407 -2.857 0.236 -0.102 0.096
H -1.659 2.096 -0.418 0.286 0.011 0.911
C 0.359 2.359 2.762 -0.584 0.326 0.744
H 0.035 -1.054 0.625 0.143 0.259 -0.370
H 4.474 1.953 1.129 -0.113 -0.405 -0.231
H -1.653 -4.869 -1.917 -0.072 0.129 0.045
O 0.840 3.212 1.728 0.482 -0.157 -0.033
H 3.360 -2.520 -1.787 0.095 -0.006 0.076
H -0.880 2.659 -1.765 0.584 0.331 -0.016
H 0.857 2.624 3.699 0.221 -0.042 -0.158
Cl -4.235 1.863 0.503 -0.501 -0.669 -0.360
O 2.309 3.667 -0.261 -0.015 0.087 0.019
H 0.490 1.294 2.583 0.031 0.043 -0.287
P 0.009 -2.992 -1.171 -0.209 0.233 -0.829
H -0.765 3.665 -0.304 0.081 -0.070 0.269
P 1.555 2.623 0.431 0.238 0.913 0.140
C -0.758 2.647 -0.678 -1.027 -0.285 -1.518
O -0.963 -1.774 -1.094 0.030 0.475 0.294
O -3.252 1.116 1.268 0.111 0.333 0.248
O -5.545 1.690 1.085 0.200 0.075 0.088
H -1.334 -0.047 0.007 0.109 0.007 -0.242
O -0.250 -3.505 -2.654 -0.009 -0.322 0.119
O 1.412 -2.284 -1.315 0.406 -0.099 0.273
O -3.899 3.266 0.471 0.230 0.021 0.103
O 2.459 1.418 0.951 -0.493 -0.222 -0.139
O -4.234 1.327 -0.844 0.063 0.246 -0.019
H 3.473 2.736 2.274 -0.528 -0.036 -0.158
H 2.913 -3.289 -0.239 -0.151 0.042 0.096
```
Positions in Å, forces in eV/Å.

Results of the Löwdin charge analysis, in e, for atoms 1 through 4: number 1, C, carries -0.127; number 2, H, carries 0.089; number 3, H, carries 0.082; number 4, C, carries -0.066